Entry 1:
{"formula": "C30H28N3PPdSbSe2", "method": "wB97M-V/def2-TZVPD", "species": ["Pd", "C", "C", "C", "C", "C", "C", "N", "Sb", "C", "C", "C", "C", "C", "C", "N", "C", "C", "C", "C", "C", "C", "N", "H", "H", "H", "H", "H", "H", "H", "H", "H", "H", "H", "H", "H", "H", "H", "H", "H", "H", "Se", "P", "Se", "C", "C", "C", "C", "C", "C", "C", "C", "C", "C", "C", "C", "H", "H", "H", "H", "H", "H", "H", "H", "H", "H"], "coordinates": [[-14.658, -10.764, -1.036], [-17.131, -11.162, -3.407], [-17.635, -10.927, -2.016], [-19.010, -10.941, -1.763], [-19.494, -10.770, -0.482], [-18.552, -10.551, 0.573], [-17.202, -10.625, 0.247], [-16.749, -10.796, -1.010], [-15.710, -10.299, 1.852], [-14.673, -12.131, 1.295], [-14.097, -12.889, 2.331], [-13.608, -14.159, 2.026], [-13.615, -14.581, 0.707], [-14.177, -13.781, -0.277], [-14.454, -14.239, -1.662], [-14.713, -12.584, 0.062], [-14.864, -8.640, 0.775], [-14.374, -7.567, 1.517], [-13.761, -6.525, 0.815], [-13.751, -6.546, -0.574], [-14.311, -7.654, -1.248], [-14.500, -7.655, -2.710], [-14.768, -8.696, -0.558], [-17.986, -11.183, -4.084], [-16.585, -12.113, -3.485], [-16.492, -10.326, -3.705], [-19.695, -11.141, -2.578], [-20.555, -10.721, -0.286], [-18.830, -10.404, 1.610], [-14.108, -12.517, 3.333], [-13.159, -14.818, 2.786], [-13.237, -15.548, 0.425], [-14.199, -15.311, -1.762], [-13.860, -13.667, -2.407], [-15.528, -14.106, -1.905], [-14.407, -7.621, 2.594], [-13.313, -5.710, 1.352], [-13.296, -5.748, -1.145], [-14.866, -6.632, -3.037], [-15.288, -8.403, -2.969], [-13.585, -7.878, -3.250], [-11.846, -10.543, -0.544], [-11.649, -10.910, -2.701], [-13.496, -11.201, -3.846], [-10.629, -9.567, -3.415], [-9.592, -9.055, -2.634], [-8.930, -7.896, -3.088], [-9.340, -7.222, -4.228], [-10.328, -7.843, -5.037], [-10.941, -9.030, -4.657], [-10.620, -12.399, -2.935], [-10.969, -13.361, -3.873], [-10.334, -14.607, -3.880], [-9.225, -14.855, -3.015], [-8.779, -13.801, -2.202], [-9.500, -12.632, -2.108], [-9.331, -9.462, -1.672], [-8.122, -7.498, -2.485], [-8.984, -6.241, -4.540], [-10.661, -7.413, -5.957], [-11.725, -9.527, -5.260], [-11.746, -13.150, -4.629], [-10.641, -15.374, -4.588], [-8.719, -15.803, -3.079], [-7.863, -13.830, -1.607], [-9.217, -11.868, -1.392]], "forces_ev_per_a": [[0.24, -0.02, -0.12], [-0.11, 0.19, 0.03], [0.06, -0.56, 0.19], [0.00, -0.15, 0.22], [1.16, 0.72, 1.05], [-0.11, -0.66, -1.28], [-0.07, 0.41, 0.58], [-1.60, 0.07, -0.09], [-1.18, -0.22, -0.27], [0.92, -0.43, 1.16], [-0.55, -0.11, -0.74], [0.63, 0.09, 0.24], [-0.22, 0.04, -0.22], [-1.00, 0.24, 0.54], [0.19, -0.46, -0.79], [0.88, -1.01, -0.79], [1.07, 0.15, 0.35], [-0.04, -0.56, -0.70], [-0.18, -0.22, -0.31], [-0.23, -0.70, 0.24], [0.27, 1.10, 0.73], [-1.17, 0.51, -0.95], [-0.01, 0.86, -0.07], [0.21, -0.09, -0.08], [-0.11, 0.25, 0.03], [0.07, -0.13, -0.10], [0.08, 0.17, 0.01], [-0.07, -0.17, 0.04], [-0.24, 0.03, -0.16], [0.05, 0.12, 0.49], [-0.38, 0.50, -0.27], [0.09, -0.21, 0.04], [-0.13, 0.58, -0.11], [-0.25, -0.34, 0.32], [0.61, -0.08, 0.18], [-0.06, 0.30, 0.12], [0.11, 0.27, 0.12], [-0.14, 0.06, 0.02], [0.48, -1.22, 0.24], [0.63, 0.59, 0.05], [0.24, 0.01, -0.21], [-0.25, -0.08, -0.01], [2.98, -0.27, -1.31], [-0.63, 0.19, 0.50], [-0.66, -0.26, 0.97], [-0.03, 1.09, -0.62], [0.08, -0.19, 0.55], [-1.22, -0.91, -0.87], [0.35, -0.14, 0.49], [-0.67, 0.13, -0.06], [-0.19, -0.33, 0.84], [-0.74, -0.68, -0.57], [1.05, 0.11, 0.58], [-1.08, 1.30, -0.88], [0.34, -0.38, 0.10], [-0.96, 0.74, -0.07], [0.11, -0.12, 0.11], [-0.07, 0.01, -0.01], [0.28, -0.35, 0.25], [0.10, 0.40, -0.43], [0.60, 0.62, 0.13], [0.37, -0.29, 0.48], [0.04, 0.20, 0.13], [0.16, -0.12, 0.16], [-0.31, -0.48, -0.20], [0.21, -0.10, 0.01]], "total_charge": 3, "mol_weight_da": 847.6, "spin_multiplicity": 5, "relative_energy_kcal_mol": 0.0, "energy_ev": -186005.0789}

Entry 2:
{"formula": "C49H53F7O5S2", "method": "wB97M-V/def2-TZVPD", "species": ["F", "C", "C", "C", "C", "C", "C", "H", "H", "H", "H", "H", "F", "C", "C", "C", "C", "C", "C", "H", "H", "H", "H", "H", "F", "C", "C", "C", "C", "C", "C", "H", "H", "H", "H", "H", "F", "C", "C", "C", "C", "C", "C", "H", "H", "H", "H", "H", "F", "C", "C", "C", "C", "C", "C", "H", "H", "H", "H", "H", "F", "C", "C", "C", "C", "C", "C", "H", "H", "H", "H", "H", "F", "C", "C", "C", "C", "C", "C", "H", "H", "H", "H", "H", "C", "S", "O", "C", "H", "H", "H", "H", "H", "H", "C", "S", "O", "C", "H", "H", "H", "H", "H", "H", "C", "O", "C", "O", "O", "C", "H", "H", "H", "H", "H", "H"], "coordinates": [[1.610, -7.383, -2.233], [2.407, -6.879, -1.276], [3.514, -7.582, -0.843], [4.383, -7.073, 0.124], [4.041, -5.852, 0.697], [2.909, -5.151, 0.295], [2.099, -5.650, -0.702], [3.695, -8.555, -1.286], [5.246, -7.668, 0.378], [4.557, -5.491, 1.580], [2.522, -4.352, 0.915], [1.182, -5.128, -0.950], [-5.521, 5.237, 0.545], [-4.625, 5.379, -0.457], [-3.316, 4.911, -0.284], [-2.363, 5.190, -1.245], [-2.789, 5.708, -2.483], [-4.105, 6.045, -2.679], [-5.033, 5.956, -1.622], [-2.992, 4.445, 0.638], [-1.354, 4.826, -1.105], [-2.046, 5.840, -3.260], [-4.371, 6.437, -3.652], [-6.074, 6.187, -1.796], [1.244, -2.337, -0.359], [1.049, -1.013, -0.162], [0.597, -0.559, 1.058], [0.093, 0.717, 1.175], [0.099, 1.554, 0.053], [0.678, 1.129, -1.135], [1.150, -0.172, -1.256], [0.543, -1.187, 1.939], [-0.279, 1.050, 2.134], [-0.299, 2.561, 0.091], [0.682, 1.815, -1.969], [1.433, -0.578, -2.218], [-2.427, 0.603, 5.242], [-3.126, 1.256, 4.306], [-3.776, 2.447, 4.633], [-4.494, 3.195, 3.708], [-4.684, 2.648, 2.451], [-4.060, 1.453, 2.121], [-3.273, 0.749, 3.030], [-3.730, 2.779, 5.665], [-4.793, 4.196, 3.990], [-5.304, 3.138, 1.712], [-4.090, 1.209, 1.065], [-2.821, -0.137, 2.598], [1.669, -0.210, 4.035], [1.571, -1.188, 4.951], [2.746, -1.641, 5.548], [2.724, -2.734, 6.402], [1.503, -3.376, 6.639], [0.343, -2.886, 6.088], [0.353, -1.762, 5.267], [3.637, -1.034, 5.435], [3.658, -3.109, 6.793], [1.481, -4.310, 7.188], [-0.632, -3.341, 6.211], [-0.543, -1.405, 4.778], [-2.922, 0.735, -4.810], [-1.621, 1.074, -4.839], [-1.208, 2.326, -4.389], [0.139, 2.659, -4.445], [1.100, 1.792, -4.961], [0.634, 0.597, -5.507], [-0.721, 0.276, -5.509], [-1.918, 2.974, -3.889], [0.393, 3.674, -4.163], [2.129, 2.099, -5.072], [1.341, -0.025, -6.043], [-0.962, -0.672, -5.974], [2.102, 3.909, -1.935], [3.346, 3.486, -2.222], [3.881, 3.827, -3.455], [5.132, 3.331, -3.790], [5.837, 2.495, -2.932], [5.307, 2.230, -1.672], [4.050, 2.711, -1.318], [3.318, 4.436, -4.148], [5.539, 3.545, -4.771], [6.806, 2.114, -3.220], [5.843, 1.521, -1.055], [3.588, 2.545, -0.353], [-0.090, 4.533, 3.006], [0.263, 4.338, 4.777], [1.572, 5.004, 5.083], [-1.004, 5.539, 5.305], [-1.052, 4.027, 2.864], [0.619, 3.930, 2.437], [-0.099, 5.561, 2.653], [-0.765, 5.960, 6.280], [-1.965, 5.028, 5.365], [-1.006, 6.366, 4.597], [-1.843, -5.149, 1.307], [-0.632, -3.887, 1.830], [-1.407, -2.832, 2.594], [0.137, -4.918, 3.110], [-1.307, -5.744, 0.560], [-2.718, -4.776, 0.774], [-2.232, -5.782, 2.104], [-0.598, -5.141, 3.881], [0.945, -4.331, 3.552], [0.615, -5.824, 2.734], [-1.949, -4.354, -7.227], [-1.848, -3.494, -6.107], [-0.947, -3.788, -5.180], [-0.172, -4.704, -5.230], [-1.036, -2.893, -4.210], [0.029, -2.894, -3.272], [-2.942, -4.176, -7.640], [-1.917, -5.404, -6.944], [-1.218, -4.103, -7.993], [-0.207, -2.179, -2.491], [0.998, -2.578, -3.667], [0.155, -3.904, -2.885]], "forces_ev_per_a": [[0.05, -0.09, 0.09], [0.34, 0.76, 0.59], [0.24, -0.62, -0.58], [-1.08, 0.37, -0.62], [0.26, -0.05, 0.74], [-0.14, -0.71, 0.61], [-0.56, -0.21, -0.35], [0.07, 0.07, -0.02], [0.08, 0.17, 0.33], [0.30, 0.04, -0.23], [0.34, 0.40, -0.32], [0.05, -0.06, -0.20], [0.11, -0.08, -0.02], [0.62, -0.37, 0.29], [0.10, 0.71, 0.64], [-0.92, -0.65, -0.89], [0.98, -0.19, 0.70], [-0.20, 0.42, 0.33], [0.05, -0.31, -1.33], [-0.33, -0.03, 0.10], [0.11, 0.23, 0.00], [-0.15, 0.04, -0.13], [-0.35, 0.01, 0.10], [0.01, 0.21, 0.20], [0.53, -0.03, 0.17], [-0.48, 0.42, -0.44], [-0.17, -0.56, 0.68], [0.23, 0.73, -0.71], [0.31, 0.04, 0.35], [-0.29, 0.04, 0.23], [-0.35, -0.22, -0.09], [0.08, -0.27, -0.24], [-0.10, 0.04, -0.01], [-0.05, -0.01, 0.16], [0.12, -0.17, -0.15], [0.27, 0.11, 0.03], [0.11, -0.05, 0.06], [-1.11, 0.46, -0.55], [0.52, -0.06, 0.84], [0.47, -0.60, 0.18], [-0.07, 0.19, -0.17], [0.04, 0.88, -0.01], [0.01, -0.17, -1.14], [0.26, 0.09, -0.06], [-0.51, -0.12, -0.07], [0.17, 0.17, -0.01], [-0.09, -0.66, 0.16], [0.36, -0.18, 0.76], [-0.22, 0.25, 0.13], [0.26, -0.76, 0.67], [0.02, 0.67, 0.23], [-0.62, 0.01, -0.50], [0.62, -0.54, 0.08], [-0.59, 0.63, -0.40], [0.29, 0.21, -0.73], [0.13, -0.28, -0.32], [-0.06, 0.00, 0.23], [0.00, 0.14, 0.20], [0.18, -0.27, 0.32], [-0.05, -0.04, 0.08], [0.14, 0.04, 0.19], [0.35, 0.76, -0.77], [-0.24, -0.68, 0.67], [0.03, 0.44, -0.20], [-0.93, 0.06, -0.37], [0.33, 0.66, -0.13], [0.77, -1.06, 0.22], [-0.05, 0.10, -0.22], [0.24, -0.14, 0.26], [0.08, -0.08, 0.18], [-0.12, -0.22, 0.11], [-0.58, 0.12, 0.12], [-0.09, 0.13, 0.27], [0.64, -0.07, -0.54], [-0.04, -0.16, 0.11], [0.07, -0.21, -0.33], [-0.33, 0.57, 0.33], [-0.07, -0.53, -0.55], [-0.25, 0.28, 0.22], [-0.04, 0.04, 0.05], [0.01, 0.11, 0.03], [-0.01, -0.10, 0.01], [-0.08, 0.25, 0.38], [0.12, -0.28, 0.01], [-0.20, -0.93, 0.03], [0.56, 1.09, 0.17], [-0.53, -0.43, -0.29], [-0.06, -0.08, -0.11], [-0.15, 0.32, -0.04], [0.24, 0.15, 0.17], [0.03, 0.09, 0.19], [0.28, -0.37, 0.09], [-0.06, 0.12, -0.18], [-0.17, -0.05, -0.07], [0.14, -0.39, -0.66], [-1.49, 0.10, 0.97], [0.72, -0.64, -0.55], [0.54, 0.16, 0.07], [0.03, -0.26, 0.24], [0.28, 0.72, 0.13], [0.36, 0.11, 0.24], [-0.11, 0.01, -0.09], [-0.17, 0.20, 0.01], [-0.31, -0.02, -0.32], [-0.68, -0.31, -0.36], [-0.43, 0.52, 0.17], [0.38, -0.40, -0.35], [0.20, -0.18, 0.04], [-0.07, 0.79, -0.04], [0.47, -0.36, 0.57], [0.06, 0.14, 0.01], [0.38, 0.05, 0.06], [0.24, -0.13, 0.15], [-0.43, -0.16, 0.03], [-0.21, -0.08, -0.55], [0.02, 0.08, 0.22]], "mol_weight_da": 919.1, "energy_ev": -102600.2012}